Computed, not measured: a structure of composition C9H7ClO3Os at a distorted geometry, with wB97M-V/def2-TZVPD.

Geometry (Å):
Cl: 3.301 -0.862 -0.244
C: 0.145 2.058 0.708
C: -0.759 1.948 -0.435
C: 0.027 1.566 -1.579
H: -1.830 2.165 -0.440
C: 1.425 1.477 -1.184
C: 1.470 1.723 0.243
H: 2.362 1.695 0.856
H: -0.160 2.377 1.707
H: -0.359 1.371 -2.580
C: 2.535 1.028 -2.037
Os: 0.074 -0.104 0.035
C: -0.351 -1.377 -1.379
O: -0.713 -2.136 -2.180
C: 1.150 -1.240 1.227
O: 1.595 -1.970 2.016
H: 2.148 0.451 -2.878
H: 3.195 0.275 -1.392
H: 3.211 1.811 -2.383
O: -2.439 -0.815 1.672
C: -1.470 -0.547 1.073

Properties
Spin multiplicity = 5
Expectation value of S² = 6.02
HOMO-LUMO gap (alpha / beta) = 6.0655 / 6.4898 eV
HOMO energy (alpha / beta) = -14.8 / -19.3 eV
Relative energy (zero: lowest compared OMol25 entry of this formula, charge and spin) = 0.0 kJ/mol
Net charge = +2

Computed, not measured: a structure of composition C10H16N2O3Ti at a distorted geometry, with wB97M-V/def2-TZVPD.

Geometry (Å):
Ti: 5.541 7.268 5.191
O: 5.057 5.331 4.655
C: 6.145 4.314 4.778
C: 7.376 5.155 4.902
C: 8.615 4.735 5.436
C: 9.647 5.670 5.645
C: 9.489 6.945 5.097
C: 8.281 7.273 4.514
N: 7.231 6.453 4.515
H: 4.203 4.946 4.324
H: 6.156 3.768 3.884
H: 5.892 3.708 5.628
H: 8.882 3.686 5.619
H: 10.477 5.325 6.255
H: 10.300 7.690 5.014
H: 8.109 8.261 4.018
C: 6.787 9.127 8.408
C: 5.406 8.557 8.022
C: 4.461 8.519 9.230
C: 5.487 7.269 7.299
H: 6.681 10.245 8.622
H: 7.511 8.964 7.627
H: 7.116 8.652 9.324
H: 4.984 9.290 7.310
H: 4.175 7.455 9.383
H: 3.547 9.166 9.138
H: 5.047 8.750 10.120
H: 4.668 6.573 7.514
H: 6.482 6.737 7.514
O: 5.588 9.138 4.667
N: 4.246 9.051 4.920
O: 3.844 7.790 4.561

Properties
HOMO-LUMO gap = 6.7681 eV
HOMO energy = -17.2 eV
Relative energy (zero: lowest compared OMol25 entry of this formula, charge and spin) = 74.8 kJ/mol
Net charge = +2

Computed, not measured: a cluster of 11 separate species, C33H65IN3O12S in total at a distorted geometry, with wB97M-V/def2-TZVPD.

Geometry (Å):
O: 4.304 -2.627 1.195
S: 4.110 -1.682 2.366
O: 5.376 -0.840 2.450
C: 2.758 -0.514 1.888
C: 1.294 -1.122 1.933
N: 0.879 -2.470 1.811
N: -0.483 -2.360 1.885
C: -0.981 -1.004 2.036
N: 0.194 -0.155 2.074
I: 0.244 1.893 2.230
H: 3.888 -2.368 3.557
H: 2.844 0.458 2.490
H: 2.967 -0.215 0.792
H: -1.115 -3.172 1.811
H: -2.067 -0.692 2.113
C: 0.334 4.371 -1.862
C: -1.037 4.189 -1.270
O: -1.283 3.235 -0.549
C: -2.083 5.220 -1.597
H: 0.978 3.551 -1.538
H: 0.273 4.358 -2.952
H: 0.766 5.313 -1.518
H: -2.253 5.246 -2.675
H: -1.761 6.201 -1.241
H: -3.016 4.959 -1.102
C: -1.380 -3.478 7.051
C: -0.843 -3.335 5.655
O: -1.146 -2.384 4.952
C: 0.085 -4.411 5.158
H: -2.034 -2.633 7.276
H: -1.958 -4.400 7.132
H: -0.556 -3.484 7.768
H: -0.431 -5.373 5.157
H: 0.973 -4.458 5.791
H: 0.395 -4.179 4.136
C: -0.742 -1.027 -2.110
C: 0.713 -1.224 -1.779
O: 1.275 -0.521 -0.956
C: 1.448 -2.320 -2.502
H: -1.141 -0.202 -1.514
H: -0.851 -0.778 -3.168
H: -1.303 -1.934 -1.875
H: 1.435 -2.129 -3.577
H: 0.984 -3.284 -2.284
H: 2.486 -2.345 -2.163
C: -7.024 6.188 -0.275
C: -5.737 6.704 -0.858
O: -4.781 5.968 -1.040
C: -5.673 8.167 -1.209
H: -6.927 5.121 -0.071
H: -7.241 6.705 0.662
H: -7.838 6.335 -0.985
H: -5.830 8.771 -0.313
H: -6.428 8.402 -1.961
H: -4.687 8.399 -1.618
C: 5.364 -2.213 -4.885
C: 4.755 -0.868 -5.184
O: 4.061 -0.695 -6.170
C: 5.038 0.248 -4.215
H: 5.077 -2.922 -5.665
H: 6.453 -2.133 -4.869
H: 4.998 -2.583 -3.925
H: 6.111 0.437 -4.169
H: 4.658 -0.012 -3.226
H: 4.537 1.158 -4.554
C: 6.041 -5.119 0.419
C: 6.995 -6.139 0.982
O: 6.632 -7.271 1.237
C: 8.417 -5.702 1.216
H: 5.055 -5.572 0.303
H: 5.958 -4.272 1.101
H: 6.390 -4.784 -0.560
H: 8.440 -4.880 1.934
H: 8.872 -5.393 0.272
H: 8.990 -6.538 1.623
C: -5.345 -5.898 6.529
C: -4.299 -5.496 5.524
O: -3.123 -5.768 5.692
C: -4.762 -4.745 4.304
H: -4.868 -6.431 7.354
H: -5.840 -5.009 6.926
H: -6.075 -6.560 6.060
H: -5.231 -3.805 4.603
H: -5.467 -5.356 3.737
H: -3.902 -4.521 3.669
C: -9.460 3.230 1.398
C: -10.168 4.179 0.468
O: -9.554 5.016 -0.168
C: -11.664 4.053 0.356
H: -8.387 3.435 1.378
H: -9.824 3.368 2.418
H: -9.625 2.200 1.074
H: -12.125 4.228 1.330
H: -11.926 3.060 -0.015
H: -12.038 4.799 -0.348
C: 7.975 -0.014 -0.845
C: 7.368 1.331 -1.141
O: 6.674 1.510 -2.126
C: 7.651 2.448 -0.172
H: 7.687 -0.721 -1.626
H: 9.064 0.065 -0.829
H: 7.608 -0.385 0.115
H: 8.726 2.636 -0.126
H: 7.270 2.186 0.818
H: 7.151 3.357 -0.511
C: -0.832 2.799 -6.164
C: 0.616 2.571 -5.816
O: 1.184 3.263 -4.990
C: 1.333 1.456 -6.527
H: -1.219 3.633 -5.576
H: -0.925 3.045 -7.224
H: -1.415 1.905 -5.931
H: 1.338 1.642 -7.602
H: 0.846 0.502 -6.310
H: 2.366 1.408 -6.175

Properties
HOMO-LUMO gap = 6.2950 eV
HOMO energy = -10.8 eV
Relative energy (zero: lowest compared OMol25 entry of this formula, charge and spin) = 195.6 kJ/mol
Net charge = +1

Computed, not measured: a structure of composition C4H8N3 at a distorted geometry, with wB97M-V/def2-TZVPD.

Geometry (Å):
C: 0.043 0.491 1.837
C: -0.907 0.370 0.898
C: 1.306 0.498 1.190
C: -0.155 -1.560 -0.851
N: 1.175 0.401 -0.070
N: -0.532 0.960 -1.571
N: -0.189 0.333 -0.371
H: -0.109 0.484 2.850
H: -1.944 0.223 0.756
H: 2.306 0.607 1.670
H: -1.178 -1.948 -0.734
H: 0.398 -1.517 -1.703
H: 0.331 -2.009 -0.066
H: -0.601 1.961 -1.472
H: 0.055 0.707 -2.364

Properties
HOMO-LUMO gap = 9.6808 eV
HOMO energy = -15.0 eV
Relative energy (zero: lowest compared OMol25 entry of this formula, charge and spin) = 572.4 kJ/mol
Net charge = +1

Computed, not measured: a structure of composition C6H18Cl2N9O3RbS, with wB97M-V/def2-TZVPD.

Geometry (Å):
Rb: 0.346 -0.011 0.448
N: -2.847 -3.258 -1.950
N: -2.998 -1.981 -2.498
C: -2.139 -0.942 -2.156
O: -2.535 0.202 -2.546
O: -1.075 -1.186 -1.555
H: -2.878 -3.952 -2.684
H: -3.579 -3.454 -1.277
H: -3.903 -1.689 -2.831
C: 1.009 -3.700 -1.395
C: 0.429 -3.565 -0.005
O: 1.212 -2.691 0.829
H: 0.391 -4.378 -1.985
H: 2.026 -4.101 -1.365
H: 1.008 -2.732 -1.894
H: 0.335 -4.540 0.484
H: -0.559 -3.109 -0.073
H: 2.105 -3.044 0.879
Cl: 2.911 0.079 -2.010
C: 3.609 1.398 -1.047
Cl: 3.796 0.927 0.654
H: 2.927 2.243 -1.090
H: 4.589 1.629 -1.443
N: -0.241 1.807 -2.531
C: -0.474 2.497 -1.417
N: -1.647 2.232 -0.815
S: 0.655 3.575 -0.749
H: -0.942 1.120 -2.828
H: 0.648 1.908 -2.985
H: -2.289 1.586 -1.288
H: -1.948 2.859 -0.092
N: 0.153 2.246 6.073
N: 0.217 2.436 4.705
N: 0.171 3.618 4.107
C: 0.267 3.271 2.839
N: 0.368 1.931 2.690
N: 0.335 1.423 3.887
H: -0.683 2.706 6.414
H: 0.964 2.683 6.493
H: 0.267 3.956 2.008

Properties
HOMO-LUMO gap = 8.4428 eV
HOMO energy = -8.2 eV
Relative energy (zero: lowest compared OMol25 entry of this formula, charge and spin) = 19.8 kJ/mol

Computed, not measured: a cluster of 5 separate species, C16H32Br4O6S3 in total at a distorted geometry, with wB97M-V/def2-TZVPD.

Geometry (Å):
C: -0.869 2.882 1.631
C: -1.842 4.089 1.637
C: -2.866 3.912 0.539
S: -1.900 3.223 -0.796
O: -1.090 4.286 -1.329
O: -2.693 2.421 -1.673
C: -0.901 2.194 0.257
H: -1.181 2.153 2.381
H: 0.126 3.211 1.930
H: -1.298 5.011 1.410
H: -2.245 4.258 2.634
H: -3.325 4.827 0.169
H: -3.675 3.212 0.760
H: 0.039 1.994 -0.249
H: -1.438 1.250 0.330
C: 2.732 0.545 1.407
C: 3.439 -0.297 0.330
C: 2.314 -0.939 -0.442
S: 1.176 -1.496 0.814
O: 1.454 -2.855 1.202
O: -0.164 -1.110 0.430
C: 1.811 -0.414 2.117
H: 2.151 1.315 0.888
H: 3.439 1.040 2.071
H: 4.057 -1.067 0.802
H: 4.075 0.342 -0.281
H: 2.499 -1.734 -1.159
H: 1.733 -0.174 -0.972
H: 2.385 -1.119 2.720
H: 0.981 -0.033 2.706
C: -4.393 -3.143 -0.855
C: -3.784 -1.937 -0.104
C: -3.155 -0.981 -1.134
S: -3.547 -1.673 -2.743
O: -2.546 -2.633 -3.138
O: -3.918 -0.654 -3.689
C: -4.960 -2.574 -2.114
H: -5.127 -3.624 -0.209
H: -3.592 -3.854 -1.053
H: -3.028 -2.263 0.609
H: -4.547 -1.381 0.441
H: -2.103 -0.742 -1.040
H: -3.702 -0.034 -1.199
H: -5.308 -3.264 -2.881
H: -5.745 -1.844 -1.910
Br: 4.786 -2.159 3.995
C: 6.142 -0.761 4.058
C: 7.513 -1.410 4.018
Br: 8.859 -0.035 3.928
H: 6.002 -0.170 4.955
H: 5.972 -0.171 3.164
H: 7.611 -2.029 3.130
H: 7.675 -2.055 4.876
Br: 0.704 1.393 -3.178
C: -0.716 0.092 -3.495
C: -0.634 -0.498 -4.873
Br: 0.929 -1.627 -5.069
H: -1.634 0.650 -3.321
H: -0.599 -0.675 -2.734
H: -0.593 0.264 -5.645
H: -1.489 -1.141 -5.056

Properties
HOMO-LUMO gap = 9.9226 eV
HOMO energy = -9.6 eV
Relative energy (zero: lowest compared OMol25 entry of this formula, charge and spin) = 0.0 kJ/mol

Computed, not measured: a cluster of 2 separate species, CHNO3 in total at a distorted geometry, with wB97M-V/def2-TZVPD.

Geometry (Å):
C: 1.416 -0.863 0.269
N: -1.027 0.925 0.054
O: 1.409 -0.087 -0.577
O: 1.313 -1.730 1.024
O: -1.952 0.157 0.138
H: -1.160 1.598 -0.908

Properties
HOMO-LUMO gap = 9.3086 eV
HOMO energy = -9.7 eV
Relative energy (zero: lowest compared OMol25 entry of this formula, charge and spin) = 24.5 kJ/mol

Computed, not measured: a structure of composition C2H6OS3 at a distorted geometry, with wB97M-V/def2-TZVPD.

Geometry (Å):
C: 1.486 0.846 1.314
C: -1.234 -0.621 -1.525
O: -2.331 1.633 -0.820
S: -2.004 0.080 1.536
S: 1.113 1.581 -0.317
S: -1.449 0.690 -0.198
H: 1.362 -0.307 1.128
H: 0.827 1.380 1.953
H: 2.452 1.185 1.451
H: -0.194 -1.115 -1.418
H: -2.054 -1.331 -1.457
H: -1.332 -0.131 -2.503

Properties
Spin multiplicity = 3
Expectation value of S² = 2.01
HOMO-LUMO gap (alpha / beta) = 8.2000 / 6.3248 eV
HOMO energy (alpha / beta) = -7.6 / -9.1 eV
Relative energy (zero: lowest compared OMol25 entry of this formula, charge and spin) = 0.0 kJ/mol

Computed, not measured: a cluster of 10 separate species, C36H63BrO11 in total, with wB97M-V/def2-TZVPD.

Geometry (Å):
O: 6.173 -0.541 3.436
C: 5.093 -0.005 3.302
C: 4.966 1.481 3.298
C: 4.133 2.039 2.424
C: 3.390 1.094 1.539
O: 3.193 1.309 0.367
C: 2.960 -0.190 2.201
C: 1.609 -0.746 1.857
C: 0.506 0.150 2.472
C: 0.000 1.255 1.562
Br: -1.173 0.510 0.206
C: 3.822 -0.731 3.068
H: 5.538 2.081 3.996
H: 3.988 3.110 2.334
H: 1.486 -0.797 0.773
H: 1.541 -1.737 2.294
H: 0.942 0.649 3.347
H: -0.316 -0.455 2.852
H: -0.540 1.986 2.157
H: 0.808 1.776 1.057
H: 3.597 -1.646 3.598
C: -0.283 -0.990 -3.238
C: 0.651 -2.028 -2.669
O: 0.768 -2.215 -1.480
C: 1.447 -2.839 -3.668
H: -0.794 -0.471 -2.430
H: 0.282 -0.263 -3.824
H: -1.027 -1.462 -3.880
H: 2.074 -2.179 -4.270
H: 0.772 -3.383 -4.331
H: 2.079 -3.549 -3.140
C: 8.378 0.556 5.390
C: 9.470 1.592 5.465
O: 9.504 2.424 6.345
C: 10.512 1.537 4.378
H: 7.687 0.695 6.220
H: 7.834 0.656 4.452
H: 8.803 -0.447 5.443
H: 10.038 1.674 3.405
H: 11.023 0.571 4.403
H: 11.241 2.329 4.532
C: 4.659 7.358 0.904
C: 4.561 6.190 1.853
O: 4.367 5.065 1.451
C: 4.716 6.489 3.324
H: 4.530 7.008 -0.117
H: 3.883 8.091 1.133
H: 5.635 7.836 1.001
H: 3.944 7.188 3.647
H: 5.695 6.933 3.513
H: 4.627 5.569 3.896
C: 7.028 2.667 0.362
C: 8.299 2.097 0.937
O: 8.963 2.701 1.751
C: 8.711 0.730 0.446
H: 6.835 3.647 0.792
H: 7.119 2.763 -0.721
H: 6.186 2.012 0.585
H: 8.861 0.751 -0.635
H: 7.933 0.002 0.681
H: 9.638 0.431 0.930
C: 1.697 -1.588 6.932
C: 0.866 -1.966 5.731
O: 1.311 -1.901 4.608
C: -0.547 -2.426 5.992
H: 2.687 -1.275 6.608
H: 1.221 -0.768 7.473
H: 1.793 -2.443 7.604
H: -1.109 -1.639 6.497
H: -0.540 -3.314 6.626
H: -1.032 -2.664 5.048
C: -4.896 -0.394 -6.479
C: -3.627 -0.953 -5.890
O: -3.074 -0.437 -4.946
C: -3.078 -2.201 -6.543
H: -5.188 0.498 -5.927
H: -4.743 -0.134 -7.526
H: -5.694 -1.133 -6.420
H: -2.854 -2.006 -7.592
H: -3.811 -3.006 -6.485
H: -2.166 -2.508 -6.034
C: -9.568 -1.545 -8.014
C: -8.284 -2.262 -7.682
O: -7.221 -1.911 -8.144
C: -8.390 -3.440 -6.747
H: -9.358 -0.721 -8.692
H: -10.269 -2.236 -8.483
H: -10.023 -1.154 -7.102
H: -9.046 -4.193 -7.179
H: -8.803 -3.120 -5.788
H: -7.401 -3.866 -6.586
C: -4.168 3.035 3.865
C: -2.856 2.373 4.203
O: -1.809 2.768 3.747
C: -2.910 1.186 5.135
H: -3.990 3.868 3.189
H: -4.835 2.319 3.383
H: -4.645 3.406 4.774
H: -3.528 0.398 4.702
H: -3.336 1.481 6.095
H: -1.902 0.805 5.291
C: -13.519 -4.883 -6.251
C: -12.025 -4.968 -6.445
O: -11.453 -4.278 -7.257
C: -11.282 -5.954 -5.576
H: -13.932 -4.142 -6.930
H: -13.977 -5.852 -6.454
H: -13.747 -4.594 -5.223
H: -11.656 -6.963 -5.753
H: -11.425 -5.706 -4.523
H: -10.220 -5.923 -5.808

Properties
HOMO-LUMO gap = 8.5606 eV
HOMO energy = -8.8 eV

Computed, not measured: a structure of composition C20H16Cl2FN2S at a distorted geometry, with wB97M-V/def2-TZVPD.

Geometry (Å):
Cl: -4.293 3.580 -0.553
C: -3.394 4.188 -1.874
N: -2.837 3.271 -2.662
F: 0.264 0.327 -0.163
C: -1.888 3.700 -3.492
Cl: -0.913 2.473 -4.181
C: -1.636 5.066 -3.765
C: -2.422 6.043 -3.110
C: -3.246 5.580 -2.057
H: -0.780 5.251 -4.420
H: -2.329 7.123 -3.342
H: -3.741 6.186 -1.291
C: 1.038 -1.515 -1.769
N: 1.562 -1.921 -0.463
C: 2.911 -1.807 -0.233
C: 3.280 -2.037 1.105
C: 4.611 -2.071 1.520
C: 5.569 -2.064 0.498
C: 5.199 -1.867 -0.854
C: 3.872 -1.644 -1.222
S: 1.876 -2.549 2.050
C: 0.830 -2.225 0.678
C: -0.399 -1.665 0.899
C: -1.324 -1.890 1.963
C: -1.393 -2.874 2.992
C: -2.276 -2.667 4.074
C: -3.161 -1.566 4.114
C: -3.147 -0.640 3.053
C: -2.295 -0.856 1.984
H: -0.045 -1.676 -1.811
H: 1.257 -0.460 -1.967
H: 1.594 -2.063 -2.554
H: 4.812 -2.194 2.589
H: 6.596 -2.287 0.773
H: 5.956 -1.943 -1.630
H: 3.542 -1.403 -2.231
H: -0.311 -0.494 0.311
H: -0.743 -3.751 2.967
H: -2.290 -3.349 4.939
H: -3.857 -1.403 4.957
H: -3.781 0.259 3.041
H: -2.268 -0.162 1.139

Properties
HOMO-LUMO gap = 4.6503 eV
HOMO energy = -10.9 eV
Net charge = +1

Computed, not measured: the molecule CH3FN2O at a distorted geometry, with wB97M-V/def2-TZVPD.

Geometry (Å):
C: -0.539 -0.020 -0.435
N: 1.601 -0.699 0.446
N: 1.043 0.103 -0.285
O: -0.859 0.857 0.583
F: -1.481 -1.072 -0.167
H: -0.623 0.347 -1.468
H: 2.626 -0.586 0.625
H: -1.769 1.070 0.700

Properties
HOMO-LUMO gap = 9.9743 eV
HOMO energy = -9.3 eV
Relative energy (zero: lowest compared OMol25 entry of this formula, charge and spin) = 209.9 kJ/mol

Computed, not measured: a cluster of 2 separate species, CHN2O3 in total at a distorted geometry, with wB97M-V/def2-TZVPD.

Geometry (Å):
C: 0.251 -1.423 -0.001
N: -0.431 -0.526 0.343
N: 3.135 0.016 0.042
O: 1.221 -1.929 -0.404
O: 3.907 0.546 -0.553
O: 2.315 -0.491 0.601
H: -1.100 -0.090 1.049

Properties
HOMO-LUMO gap = 8.3898 eV
HOMO energy = -15.6 eV
Relative energy (zero: lowest compared OMol25 entry of this formula, charge and spin) = 293.3 kJ/mol
Net charge = +1